2 unconnected molecules or ions with the total composition C4H5NO, computed with the ωB97M-V functional and the def2-TZVPD basis.

Computed properties:
multiplicity = 1
relative energy (zero: lowest compared OMol25 entry of this formula, charge and spin) = 86.9 kcal per mole
E_tot = -285.2761 Ha
HOMO = -8.627 eV
maximum force = 0.07289 Eh/bohr

Last column: Mulliken charge in e.
Positions of all 11 atoms, in Å:
C1 -1.38796 0.44154 -0.28597  -1.192
C2 -0.11713 -0.20015 -0.75590  -0.104
C3 0.64176 -0.28319 0.56732  0.422
O1 0.09458 -0.38597 1.66838  -0.411
C4 2.06256 -0.09990 0.58873  0.051
N1 3.20778 0.03793 0.56387  -0.298
H1 -1.11476 -0.18806 1.20310  0.373
H2 -2.33230 0.03958 -0.62840  0.313
H3 -1.33355 1.54232 -0.28856  0.247
H4 0.54132 0.31425 -1.47460  0.325
H5 -0.26231 -1.21833 -1.15795  0.275


5 unconnected molecules or ions with the total composition C32H49N5O4, computed with the ωB97M-V functional and the def2-TZVPD basis.

Computed properties:
multiplicity = 1
E_tot = -1823.2581 Ha
HOMO = -8.199 eV
SMILES = CCCOC[C@@H]1C[C@@H](CCCCCCOC(C)=O)NC1=O.c1cc[nH]c1.c1cc[nH]c1.c1cc[nH]c1.c1cc[nH]c1
maximum force = 0.09805 Eh/bohr

Last column: Mulliken charge in e.
Positions of all 90 atoms, in Å:
C1 3.68140 -4.57258 -0.71661  -0.933
C2 2.07708 -4.54753 -0.56165  -0.474
C3 1.32574 -4.36888 -1.98216  -0.171
O1 1.70411 -3.16984 -2.69611  -0.454
C4 1.07687 -1.99045 -2.15063  -0.391
C5 -0.32557 -1.60865 -2.85981  0.317
C6 -0.77386 -0.04692 -2.78359  -0.973
C7 -1.79481 0.16081 -1.51793  0.254
C8 -3.34915 0.38563 -1.83006  -0.949
C9 -4.32189 0.02486 -0.59423  -0.538
C10 -5.72551 -0.55762 -1.17128  -0.933
C11 -5.55344 -2.08789 -1.62928  0.410
C12 -6.33226 -3.05920 -0.62323  -0.593
C13 -5.83412 -4.58500 -0.62295  -0.622
O2 -4.92572 -4.93682 -1.69371  -0.290
C14 -5.58317 -5.12770 -2.93215  0.718
C15 -7.00551 -5.80634 -3.15341  -0.876
O3 -4.95117 -4.75994 -3.96292  -0.559
N1 -1.47785 -1.09366 -0.73332  -0.375
C16 -1.39090 -2.15771 -1.76291  -0.010
O4 -2.03769 -3.23265 -1.79947  -0.568
H1 3.99034 -3.75303 -1.44407  0.252
H2 4.01315 -5.62084 -1.03409  0.270
H3 4.10794 -4.41153 0.34507  0.280
H4 1.76404 -5.57808 -0.14155  0.387
H5 1.71666 -3.77537 0.21855  0.232
H6 1.64819 -5.26573 -2.62962  0.360
H7 0.20372 -4.46718 -1.79581  0.055
H8 1.79064 -1.10731 -2.36518  0.263
H9 0.95361 -2.07026 -1.02004  0.155
H10 -0.52946 -2.10938 -3.87078  0.457
H11 0.04892 0.72999 -2.91084  0.322
H12 -1.48947 0.18360 -3.66560  0.302
H13 -1.44858 1.15919 -1.06468  0.259
H14 -3.62868 -0.26035 -2.73407  0.338
H15 -3.50780 1.50134 -2.05852  0.374
H16 -4.47987 0.94692 0.08270  0.390
H17 -3.90674 -0.79866 0.08599  0.281
H18 -6.49773 -0.44165 -0.32874  0.335
H19 -5.98372 0.10024 -2.07414  0.350
H20 -4.44375 -2.34528 -1.62526  -0.338
H21 -5.97440 -2.19272 -2.69979  0.283
H22 -7.47550 -3.00789 -0.78179  0.242
H23 -6.16101 -2.64242 0.44225  0.307
H24 -6.74996 -5.26511 -0.52808  0.275
H25 -5.24309 -4.73421 0.35758  0.351
H26 -7.39239 -5.63496 -4.22314  0.283
H27 -7.81315 -5.38355 -2.44488  0.255
H28 -6.90170 -6.92682 -2.95844  0.287
H29 -0.60875 -0.83143 -0.24955  0.391
N2 0.02810 2.64927 1.19972  0.122
C17 1.09478 2.64205 0.34078  -0.661
C18 1.34773 3.93956 -0.03238  -0.454
C19 0.40282 4.76085 0.63000  -0.521
C20 -0.39644 3.93773 1.38543  -0.387
H30 -0.38008 1.83434 1.62871  0.220
H31 1.57954 1.71646 0.06889  0.529
H32 2.12751 4.26160 -0.70635  0.497
H33 0.31703 5.83540 0.56244  0.399
H34 -1.22912 4.15655 2.03624  0.264
N3 -3.55837 4.47917 3.87649  0.002
C21 -4.74957 3.93157 4.27209  -0.542
C22 -4.52740 3.22441 5.42829  -0.358
C23 -3.15235 3.35473 5.74546  -0.454
C24 -2.58022 4.13646 4.77222  -0.471
H35 -3.42295 5.04620 3.05547  0.217
H36 -5.64934 4.09074 3.69756  0.377
H37 -5.27220 2.67523 5.98490  0.391
H38 -2.63845 2.92477 6.59241  0.407
H39 -1.56423 4.47668 4.63920  0.431
N4 5.98586 3.44948 1.63716  0.093
C25 4.83699 4.18754 1.75410  -0.809
C26 3.85756 3.36994 2.26105  -0.128
C27 4.43713 2.09283 2.46345  -0.753
C28 5.75154 2.17255 2.07260  -0.296
H40 6.86508 3.79248 1.28700  0.182
H41 4.81603 5.22751 1.46553  0.382
H42 2.83725 3.65890 2.46491  0.510
H43 3.94709 1.21252 2.85278  0.390
H44 6.53775 1.43275 2.06558  0.427
N5 9.87393 3.65204 0.71985  -0.017
C29 10.46630 3.26493 -0.45313  -0.488
C30 10.97129 2.00040 -0.27552  -0.398
C31 10.66795 1.60665 1.05164  -0.389
C32 9.98832 2.64373 1.64100  -0.507
H45 9.42421 4.53849 0.87985  0.225
H46 10.47841 3.92167 -1.30959  0.373
H47 11.49955 1.42206 -1.01882  0.383
H48 10.91867 0.66795 1.52301  0.399
H49 9.57820 2.75243 2.63383  0.425


Look up the maximum force of the second one.
0.09805 Eh/bohr